(1)
The following is a quantum chemistry calculation of a 3-piece molecular cluster, C4H13N2Si overall in a non-equilibrium geometry, from the OMol25 dataset.

Last column: Mulliken charge in e.
CARTESIAN COORDINATES (ANGSTROEM)
C (2.16, 2.47, -0.89)  -0.426
C (2.60, 2.15, 0.17)  -0.281
C (0.95, -1.69, -1.96)  -0.778
C (-0.34, 1.61, 1.90)  -0.721
N (-0.04, -1.53, -0.88)  -0.402
N (-0.32, 0.54, 0.86)  -0.077
Si (-0.91, 0.21, -0.65)  0.224
H (1.79, 3.06, -1.69)  0.372
H (0.47, -1.46, 0.01)  0.434
H (-4.79, -3.20, 2.49)  0.080
H (2.56, 1.89, 1.18)  0.360
H (1.64, -2.54, -1.82)  0.350
H (0.41, -1.96, -2.87)  0.347
H (1.50, -0.78, -2.23)  0.309
H (-0.05, 1.17, 2.90)  0.274
H (-1.32, 2.07, 2.12)  0.292
H (0.32, 2.39, 1.64)  0.283
H (-0.54, -2.47, -0.64)  0.401
H (-4.58, -2.48, 2.31)  -0.079
H (-1.51, 0.57, -1.95)  0.038

Output
M   117.25 g/mol
Orbital gap   0.329 Ha
Multiplicity   1
Total charge   +1
Energy relative to the best compared isomer or geometry (same formula, charge and spin)   6.488 eV
DFT total energy   -558.7662 hartree
HOMO level   -0.50090 hartree

(2)
The following is a quantum chemistry calculation of C2H6NO3 as an isolated structure in a non-equilibrium geometry, from the OMol25 dataset.

Last column: Mulliken charge in e.
CARTESIAN COORDINATES (ANGSTROEM)
C (-2.14, 0.46, -0.33)  0.158
C (-0.27, 0.99, 0.03)  0.851
N (-1.38, 1.34, 0.68)  -0.264
O (-0.76, 0.00, -0.66)  -0.315
O (-2.95, -0.51, 0.10)  -0.439
O (0.90, 1.39, -0.08)  -0.226
H (-2.51, 0.89, -1.24)  0.422
H (2.30, 0.22, -1.54)  0.216
H (-1.57, 2.10, 1.34)  0.234
H (1.67, -0.41, -1.61)  0.002
H (-2.87, -0.95, 0.97)  0.374
H (1.55, 0.89, -0.72)  -0.013

Output
M   92.07 g/mol
Orbital gap   0.497 Ha
Multiplicity   1
Total charge   +1
Energy relative to the best compared isomer or geometry (same formula, charge and spin)   2.793 eV
DFT total energy   -359.9338 hartree
HOMO level   -0.61680 hartree

(3)
The following is a quantum chemistry calculation of C26H48FeOP2 as an isolated structure in a non-equilibrium geometry, from the OMol25 dataset.

Last column: Mulliken charge in e.
CARTESIAN COORDINATES (ANGSTROEM)
Fe (-0.32, 0.65, -4.27)  -0.818
C (-0.90, -2.02, 0.17)  0.083
C (0.41, -2.36, -0.28)  0.798
C (0.56, -0.43, 0.97)  0.976
C (-0.81, -0.80, 0.91)  0.462
C (1.32, -1.41, 0.27)  0.698
C (-2.13, -2.79, -0.06)  -1.225
H (-1.95, -3.64, -0.73)  0.354
H (-2.93, -2.17, -0.48)  0.289
H (-2.51, -3.20, 0.90)  0.372
C (-1.93, -0.08, 1.53)  -1.366
H (-2.90, -0.50, 1.21)  0.399
H (-1.90, 0.98, 1.23)  -0.092
H (-1.87, -0.14, 2.63)  0.377
C (1.14, 0.74, 1.66)  -1.383
H (1.85, 0.43, 2.43)  0.425
H (0.35, 1.35, 2.12)  0.359
H (1.68, 1.37, 0.94)  -0.111
C (2.78, -1.46, 0.21)  -1.062
H (3.20, -1.90, 1.13)  0.343
H (3.21, -0.44, 0.11)  0.228
H (3.12, -2.06, -0.64)  0.329
C (0.78, -3.49, -1.14)  -2.071
H (1.07, -4.38, -0.55)  0.327
H (1.64, -3.23, -1.78)  0.395
H (-0.05, -3.78, -1.79)  0.391
C (-1.59, 1.84, -4.62)  0.003
C (-2.04, 0.45, -4.87)  -0.369
C (-1.52, -0.31, -6.05)  -1.374
C (0.03, -0.49, -6.13)  -0.522
C (0.73, -0.66, -4.84)  -0.467
C (1.37, 1.35, -4.22)  0.889
C (0.96, 2.28, -5.30)  -1.427
C (-0.58, 2.53, -5.51)  -0.768
H (-1.84, 0.24, -6.94)  0.437
H (0.48, 0.27, -6.80)  0.095
H (-1.99, -1.31, -6.09)  0.356
H (-0.89, 2.35, -6.56)  0.170
H (-1.98, 2.41, -3.73)  0.277
H (-3.09, 0.28, -4.61)  1.083
H (-0.72, 3.62, -5.31)  0.469
H (1.42, 3.20, -4.94)  0.484
H (2.37, 0.93, -4.46)  0.926
H (1.42, 2.02, -6.28)  0.383
H (0.22, -1.46, -6.59)  0.649
H (1.80, -0.98, -4.81)  0.589
P (-2.13, -0.84, -2.70)  1.056
C (-3.31, 0.35, -1.94)  -0.807
C (-3.13, -2.17, -3.49)  -1.293
P (2.76, 1.48, -1.33)  0.293
C (1.23, 1.48, -2.69)  -1.174
C (3.78, 0.43, -2.45)  -1.283
C (3.35, 3.18, -1.71)  -1.196
H (-2.71, 1.09, -1.37)  -0.252
H (-3.93, -0.25, -1.26)  0.488
H (-3.91, 0.87, -2.71)  0.551
H (-2.49, -2.67, -4.25)  0.290
H (-4.04, -1.73, -3.94)  0.390
H (-3.33, -2.87, -2.65)  0.443
H (3.44, 3.33, -2.80)  0.356
H (4.33, 3.24, -1.19)  0.401
H (2.64, 3.90, -1.27)  0.219
H (0.60, 2.36, -2.43)  0.257
H (0.15, -0.94, -3.84)  -0.072
H (4.60, 0.03, -1.82)  0.492
H (4.21, 1.00, -3.29)  0.380
H (3.21, -0.42, -2.85)  0.177
C (0.18, 4.40, 0.41)  -1.328
C (-1.01, 3.43, 0.37)  0.752
C (-2.36, 4.15, 0.24)  -1.456
O (-0.86, 2.40, -0.48)  -0.264
H (0.30, 4.89, -0.57)  0.333
H (1.11, 3.85, 0.62)  0.198
H (0.04, 5.17, 1.18)  0.461
H (-1.03, 3.02, 1.42)  0.143
H (-2.50, 4.89, 1.03)  0.386
H (-2.42, 4.65, -0.73)  0.362
H (-3.17, 3.42, 0.30)  0.334

Output
M   494.46 g/mol
⟨S²⟩   8.9680
Orbital gap (alpha / beta)   0.196 / 0.181 Ha
Multiplicity   6
Total charge   +1
Energy relative to the best compared isomer or geometry (same formula, charge and spin)   10.812 eV
DFT total energy   -3040.4001 hartree
HOMO level (alpha / beta)   -0.33668 / -0.33318 hartree